No. 1
Computed, not measured: a 2-piece molecular cluster, C3H10NO2 overall in a non-equilibrium geometry, with ωB97M-V with the def2-TZVPD basis set.

The geometry in XYZ format:
```
16
C3H10NO2 (ωB97M-V with the def2-TZVPD basis set)
C 0.208 1.796 -0.024
N 1.073 1.029 -0.943
C 0.624 -0.321 -1.382
O 0.155 -1.200 -0.474
C 0.171 1.162 1.397
H 0.692 2.785 0.072
H -0.714 2.035 -0.567
H 1.987 0.894 -0.523
H 1.478 -0.719 -1.962
H -0.134 -0.143 -2.197
H 1.170 1.431 1.761
H 0.258 0.085 1.236
H -0.662 1.618 1.940
H -1.534 -3.002 1.120
H -1.350 -1.689 0.482
O -2.001 -2.147 1.073
```

Results
- charge = -1
- energy (Ha) = -325.52667
- strongest force on any atom (eV/A) = 1.82
- multiplicity = 1
- gap between HOMO and LUMO (eV) = 7.34
- HOMO (eV) = -2.995
- energy above the lowest of the compared OMol25 structures with the same formula, charge and spin (kJ/mol) = 73.53
- E_LUMO (hartree) = 0.1598

No. 2
Computed, not measured: a 2-piece molecular cluster, C4H5NO3 overall in a non-equilibrium geometry, with ωB97M-V with the def2-TZVPD basis set.

The geometry in XYZ format:
```
13
C4H5NO3 (ωB97M-V with the def2-TZVPD basis set)
C -1.228 0.196 -0.158
C -0.739 1.437 0.105
C 0.639 1.458 0.022
C 0.962 0.144 -0.152
H -2.569 -1.476 -0.120
H -1.189 2.552 0.362
H 1.443 2.237 -0.204
H 2.706 -0.953 -0.829
H 0.505 -2.003 1.208
N -0.119 -0.653 -0.426
O -2.487 -0.326 0.010
O 2.216 -0.434 0.126
O -0.139 -2.177 0.057
```

Results
- charge = 0
- energy (Ha) = -435.63529
- strongest force on any atom (eV/A) = 6.95
- multiplicity = 1
- gap between HOMO and LUMO (eV) = 7.18
- HOMO (eV) = -7.605
- energy above the lowest of the compared OMol25 structures with the same formula, charge and spin (kJ/mol) = 748.84
- E_LUMO (hartree) = -0.0155

No. 3
Computed, not measured: a 2-piece molecular cluster, C5H12NO2 overall in a non-equilibrium geometry, with ωB97M-V with the def2-TZVPD basis set.

The geometry in XYZ format:
```
20
C5H12NO2 (ωB97M-V with the def2-TZVPD basis set)
C 1.912 -0.354 -0.396
O 1.507 -1.621 -0.630
C 0.722 0.566 -0.038
C -0.046 -0.120 1.118
C -1.264 -0.965 0.617
C -2.083 -0.282 -0.503
O -2.193 0.996 -0.368
N 1.246 1.843 0.574
H 2.481 0.205 -1.188
H 2.577 -0.336 0.502
H 0.183 0.744 -0.963
H 0.674 -0.799 1.595
H -0.397 0.707 1.744
H -0.817 -1.851 0.162
H -1.902 -1.258 1.467
H -0.623 -0.884 -1.985
H -2.879 -0.925 -0.893
H -1.160 -0.377 -1.422
H 1.668 2.357 -0.199
H 0.393 2.356 0.808
```

Results
- charge = -1
- energy (Ha) = -402.80653
- strongest force on any atom (eV/A) = 5.88
- multiplicity = 1
- gap between HOMO and LUMO (eV) = 6.11
- HOMO (eV) = -2.735
- energy above the lowest of the compared OMol25 structures with the same formula, charge and spin (kJ/mol) = 585.28
- E_LUMO (hartree) = 0.1241

No. 4
Computed, not measured: one molecule with the formula C4H7N in a non-equilibrium geometry, with ωB97M-V with the def2-TZVPD basis set.

The geometry in XYZ format:
```
12
C4H7N (ωB97M-V with the def2-TZVPD basis set)
C 1.646 0.520 -0.717
N 0.955 0.301 0.320
C -0.392 0.003 0.218
C -1.327 0.829 -0.285
C -0.740 -1.433 0.581
H 2.675 0.850 -0.657
H 1.140 0.595 -1.688
H -0.955 1.775 -0.656
H -2.361 0.628 -0.056
H -0.288 -1.622 1.560
H -1.811 -1.442 0.856
H -0.658 -2.158 -0.222
```

Results
- charge = 0
- energy (Ha) = -211.30422
- SMILES = C=NC(=C)C
- strongest force on any atom (eV/A) = 2.68
- multiplicity = 1
- gap between HOMO and LUMO (eV) = 10.11
- HOMO (eV) = -8.965
- energy above the lowest of the compared OMol25 structures with the same formula, charge and spin (kJ/mol) = 148.21
- E_LUMO (hartree) = 0.0421

No. 5
Computed, not measured: C22H39Cl14FNO3PS as an isolated structure in a non-equilibrium geometry, with ωB97M-V with the def2-TZVPD basis set.

The geometry in XYZ format:
```
82
C22H39Cl14FNO3PS (ωB97M-V with the def2-TZVPD basis set)
C 1.582 1.180 0.219
C 0.347 1.885 -0.640
C 0.833 3.092 -1.691
C -0.329 3.797 -2.608
C -1.901 3.312 -2.458
C -2.416 2.125 -1.426
C -4.009 1.736 -1.437
N -4.772 2.113 -0.186
P -6.484 1.575 -0.480
O -6.649 0.716 -1.797
S -4.897 3.840 0.042
O -3.652 4.503 0.694
O -5.340 4.597 -1.267
F -6.209 4.113 1.167
C -1.250 1.408 -0.502
H 2.617 1.367 -0.345
H 1.432 -0.004 0.176
H 1.617 1.515 1.346
H 1.951 3.418 -1.824
H -0.008 4.631 -3.387
H -2.710 3.810 -3.151
H -4.059 0.546 -1.520
H -4.515 2.279 -2.342
H -7.389 2.723 -0.634
H -6.902 0.737 0.644
H -1.531 0.553 0.257
Cl 1.364 1.157 3.610
C 2.524 1.604 4.886
C 2.726 3.109 4.974
Cl 3.588 3.756 3.556
H 3.465 1.082 4.688
H 2.117 1.228 5.829
H 3.334 3.351 5.851
H 1.773 3.639 5.064
Cl 0.251 -1.778 1.389
C 0.995 -3.249 2.063
C 2.389 -2.987 2.612
Cl 3.563 -2.631 1.322
H 1.007 -4.013 1.280
H 0.338 -3.595 2.867
H 2.754 -3.874 3.137
H 2.394 -2.149 3.317
Cl 0.547 6.505 -4.693
C 2.253 6.949 -4.439
C 2.596 7.093 -2.965
Cl 1.812 8.512 -2.228
H 2.449 7.874 -4.991
H 2.857 6.153 -4.885
H 3.675 7.231 -2.846
H 2.301 6.207 -2.394
Cl -1.336 -4.511 5.322
C -0.176 -4.064 6.598
C 0.026 -2.559 6.687
Cl 0.888 -1.912 5.269
H 0.765 -4.586 6.401
H -0.583 -4.440 7.542
H 0.634 -2.317 7.564
H -0.927 -2.029 6.776
Cl 3.697 -3.088 -2.982
C 3.447 -4.850 -3.047
C 2.315 -5.303 -2.138
Cl 2.728 -5.130 -0.414
H 4.392 -5.337 -2.787
H 3.211 -5.098 -4.086
H 2.104 -6.363 -2.308
H 1.397 -4.739 -2.326
Cl 6.431 -2.946 -1.241
C 7.797 -3.842 -1.951
C 7.873 -3.670 -3.460
Cl 6.525 -4.481 -4.297
H 7.696 -4.894 -1.669
H 8.707 -3.451 -1.486
H 8.796 -4.119 -3.839
H 7.865 -2.614 -3.747
Cl -10.341 -3.736 -1.979
C -9.840 -2.027 -1.946
C -8.339 -1.872 -1.757
Cl -7.814 -2.362 -0.127
H -10.401 -1.524 -1.152
H -10.141 -1.591 -2.904
H -8.055 -0.822 -1.878
H -7.778 -2.463 -2.487
```

Results
- charge = 0
- energy (Ha) = -8423.84050
- strongest force on any atom (eV/A) = 8.12
- multiplicity = 1
- gap between HOMO and LUMO (eV) = 7.18
- HOMO (eV) = -8.023
- E_LUMO (hartree) = -0.0309

No. 6
Computed, not measured: a 2-piece molecular cluster, C2H8NS overall in a non-equilibrium geometry, with ωB97M-V with the def2-TZVPD basis set.

The geometry in XYZ format:
```
12
C2H8NS (ωB97M-V with the def2-TZVPD basis set)
S 0.283 3.553 -0.194
H 1.016 3.522 0.935
C -1.197 -1.249 0.297
N -0.077 -1.210 -0.694
C 0.946 -0.120 -0.199
H -1.641 -0.229 0.598
H -1.903 -1.882 -0.168
H -0.874 -1.755 1.276
H -0.338 -0.799 -1.611
H 1.940 -0.614 -0.340
H 0.906 -0.051 0.861
H 0.938 0.834 -0.761
```

Results
- charge = -1
- energy (Ha) = -533.92867
- strongest force on any atom (eV/A) = 3.29
- multiplicity = 1
- gap between HOMO and LUMO (eV) = 6.45
- HOMO (eV) = -2.527
- energy above the lowest of the compared OMol25 structures with the same formula, charge and spin (kJ/mol) = 111.36
- E_LUMO (hartree) = 0.1443

No. 7
Computed, not measured: a 12-piece molecular cluster, C48H72O15S3 overall in a non-equilibrium geometry, with ωB97M-V with the def2-TZVPD basis set.

The geometry in XYZ format:
```
138
C48H72O15S3 (ωB97M-V with the def2-TZVPD basis set)
C 27.896 24.596 14.904
S 27.118 23.532 16.190
O 26.499 22.350 15.407
C 28.726 23.003 16.915
H 27.177 24.867 14.131
H 28.707 24.072 14.399
H 28.232 25.557 15.294
H 29.173 23.840 17.451
H 29.496 22.822 16.165
H 28.630 22.107 17.527
C 23.502 25.281 16.186
S 22.993 25.336 17.944
O 24.131 25.917 18.741
C 22.996 23.496 18.135
H 24.318 24.575 16.031
H 23.877 26.297 16.063
H 22.629 25.095 15.560
H 22.695 23.243 19.151
H 23.905 22.997 17.799
H 22.134 23.104 17.595
C 24.593 18.951 8.422
S 23.589 18.419 9.850
O 24.330 18.571 11.159
C 22.360 19.835 9.670
H 24.917 19.990 8.477
H 24.065 18.829 7.477
H 25.497 18.343 8.430
H 21.924 19.958 8.678
H 22.812 20.801 9.895
H 21.553 19.728 10.395
C 18.728 26.284 13.757
C 20.106 26.225 13.723
C 20.653 24.981 13.481
C 19.924 23.871 13.211
C 18.531 23.938 13.257
C 17.945 25.175 13.535
H 18.261 27.228 13.998
H 20.721 27.104 13.844
H 21.713 24.948 13.276
H 20.327 22.940 12.838
H 17.945 23.052 13.060
H 16.875 25.273 13.645
C 18.999 20.568 19.158
C 19.771 21.207 18.206
C 19.189 21.354 16.961
C 17.870 20.998 16.648
C 17.101 20.440 17.662
C 17.669 20.255 18.921
H 19.389 20.301 20.129
H 20.825 21.411 18.326
H 19.847 21.670 16.165
H 17.597 21.127 15.611
H 16.078 20.126 17.516
H 17.124 19.840 19.756
C 27.826 18.941 20.102
C 27.167 20.180 20.245
C 26.433 20.738 19.286
C 26.320 20.085 18.047
C 26.909 18.834 17.895
C 27.677 18.279 18.933
H 28.467 18.536 20.871
H 27.126 20.695 21.193
H 26.091 21.760 19.359
H 25.669 20.427 17.256
H 26.777 18.276 16.980
H 28.093 17.298 18.758
O 23.415 18.336 19.570
C 23.238 19.348 20.176
O 22.223 20.229 19.912
C 22.012 21.135 20.959
C 23.409 21.227 21.377
C 23.952 19.809 21.450
H 21.336 20.681 21.684
H 21.555 22.048 20.575
H 23.462 21.735 22.339
H 24.030 21.831 20.715
H 23.607 19.186 22.275
H 25.016 19.665 21.262
O 18.653 14.812 17.483
C 19.449 15.546 18.109
O 19.585 16.825 17.924
C 20.715 17.290 18.687
C 20.944 16.354 19.754
C 20.395 15.114 19.257
H 20.509 18.279 19.096
H 21.537 17.306 17.972
H 20.491 16.749 20.664
H 21.997 16.218 20.001
H 19.903 14.563 20.059
H 21.108 14.471 18.740
O 26.288 17.567 13.636
C 25.880 16.404 13.609
O 26.603 15.318 14.062
C 25.891 14.085 13.900
C 24.470 14.510 13.563
C 24.509 15.952 13.161
H 25.979 13.514 14.825
H 26.365 13.533 13.088
H 23.771 14.295 14.371
H 24.071 13.873 12.773
H 23.757 16.571 13.652
H 24.367 15.988 12.081
O 30.277 21.048 10.098
C 29.155 20.770 10.526
O 28.309 21.603 11.172
C 27.141 20.871 11.579
C 27.554 19.435 11.525
C 28.547 19.393 10.320
H 26.322 21.124 10.906
H 26.961 21.072 12.635
H 26.708 18.764 11.382
H 28.175 19.163 12.379
H 27.952 19.447 9.408
H 29.301 18.615 10.198
O 22.877 22.617 14.078
C 22.954 21.479 14.554
O 22.287 21.180 15.633
C 22.674 20.036 16.303
C 23.713 19.429 15.333
C 23.921 20.414 14.206
H 21.926 19.285 16.554
H 23.219 20.309 17.207
H 23.282 18.529 14.896
H 24.685 19.216 15.779
H 23.640 20.049 13.218
H 24.973 20.698 14.177
O 25.054 25.933 13.389
C 24.726 25.133 12.490
O 23.548 25.245 11.873
C 23.346 24.103 11.064
C 24.741 23.674 10.756
C 25.496 23.895 12.003
H 22.813 24.316 10.138
H 22.811 23.283 11.543
H 25.098 24.280 9.924
H 24.656 22.634 10.440
H 26.581 23.994 11.990
H 25.184 23.239 12.815
```

Results
- charge = 0
- energy (Ha) = -4195.23731
- strongest force on any atom (eV/A) = 4.70
- multiplicity = 1
- gap between HOMO and LUMO (eV) = 8.57
- HOMO (eV) = -8.540
- E_LUMO (hartree) = 0.0012

No. 8
Computed, not measured: C37H36BrLuN4O4S2 as an isolated structure in a non-equilibrium geometry, with ωB97M-V with the def2-TZVPD basis set.

The geometry in XYZ format:
```
85
C37H36BrLuN4O4S2 (ωB97M-V with the def2-TZVPD basis set)
Lu 0.404 -0.095 -0.517
C -3.595 6.284 -0.564
C -2.983 4.922 -0.401
C -3.742 3.816 -0.100
C -3.176 2.550 0.176
C -4.072 1.505 0.466
N -3.937 0.408 1.202
C -2.890 0.043 2.120
C -2.539 1.186 3.079
C -1.143 0.976 3.660
N -1.089 -0.269 4.380
C -0.116 -1.176 4.470
C 1.100 -1.368 3.813
C 1.996 -2.226 4.511
C 3.276 -2.464 4.093
C 4.221 -3.334 4.867
C 3.701 -1.875 2.899
C 2.861 -1.109 2.105
C 3.420 -0.629 0.870
N 2.827 0.013 -0.064
C 3.650 0.371 -1.205
C 3.071 1.569 -1.963
C 2.568 2.657 -1.006
N 1.185 2.426 -0.639
C 0.427 3.454 -0.647
C -0.979 3.526 -0.363
C -1.605 4.752 -0.546
C -1.738 2.367 0.045
O -1.200 1.244 0.224
C 1.501 -0.837 2.514
O 0.700 -0.191 1.778
H -4.680 6.233 -0.499
H -3.320 6.719 -1.523
H -3.237 6.952 0.219
H -4.818 3.914 -0.012
H -5.081 1.641 0.085
H -4.648 -0.296 1.077
H -1.980 -0.256 1.574
H -3.242 -0.831 2.673
H -3.277 1.249 3.887
H -2.545 2.131 2.535
H -0.902 1.791 4.352
H -0.407 0.962 2.855
H -1.862 -0.394 5.019
H -0.301 -1.881 5.276
H 1.654 -2.658 5.443
H 3.849 -3.532 5.870
H 5.198 -2.858 4.948
H 4.350 -4.286 4.353
H 4.715 -2.057 2.568
H 4.483 -0.883 0.749
H 3.708 -0.497 -1.876
H 4.671 0.610 -0.870
H 2.239 1.255 -2.595
H 3.845 1.971 -2.619
H 2.694 3.652 -1.471
H 3.170 2.637 -0.088
H 0.857 4.429 -0.926
H -1.007 5.609 -0.832
S -1.806 -1.714 -0.412
C -1.337 -3.381 -0.284
C -2.354 -4.340 -0.325
C -2.080 -5.687 -0.263
C -0.758 -6.120 -0.175
C 0.257 -5.196 -0.117
C 0.001 -3.819 -0.149
S 1.343 -2.744 0.007
H -3.370 -3.988 -0.412
H -2.886 -6.405 -0.286
H -0.541 -7.178 -0.149
H 1.290 -5.501 -0.037
Br 0.921 -0.392 -9.189
C 0.632 -0.344 -7.306
C 0.161 0.825 -6.732
C -0.038 0.862 -5.364
C 0.260 -0.252 -4.588
C 0.718 -1.422 -5.186
C 0.896 -1.476 -6.555
C 0.216 -0.150 -3.095
O -0.468 0.733 -2.534
O 0.964 -0.925 -2.446
H -0.031 1.692 -7.345
H -0.414 1.751 -4.882
H 0.938 -2.278 -4.567
H 1.253 -2.374 -7.037
```

Results
- charge = 0
- energy (Ha) = -6557.63157
- strongest force on any atom (eV/A) = 1.79
- multiplicity = 1
- gap between HOMO and LUMO (eV) = 4.20
- HOMO (eV) = -5.221
- E_LUMO (hartree) = -0.0376